C9H14O2 | ωB97M-V with the def2-TZVPD basis set

Geometry as XYZ:
```
25
Properties=species:S:1:pos:R:3:forces:R:3
C 1.730 -0.721 -0.675 1.28 0.65 -0.30
C 2.966 -0.066 -0.001 -0.69 -0.21 0.50
C 0.463 -0.779 0.124 -0.57 -0.77 -0.19
C 0.370 -0.682 1.504 -0.37 0.86 -0.37
C -0.725 -1.101 -0.547 -0.22 0.26 -0.18
C -0.864 -0.777 2.159 0.83 -1.00 0.51
C -1.950 -1.191 0.079 0.17 0.23 0.42
C -2.028 -1.039 1.467 -0.03 0.27 -0.65
O -3.274 -1.053 2.037 -0.07 -0.35 0.07
H 1.601 -0.170 -1.610 -0.57 0.02 0.06
H 2.037 -1.706 -1.034 -0.26 -0.21 0.27
H 2.705 0.379 0.959 0.00 -0.14 0.10
H 1.213 -0.333 2.082 0.18 -0.45 0.14
H -0.747 -1.241 -1.621 0.33 0.05 -0.10
H -0.796 -0.884 3.240 -0.46 0.60 -0.02
H -2.841 -1.341 -0.511 -0.15 -0.14 0.10
H -3.243 -1.476 2.901 0.08 0.15 0.06
H 3.321 0.784 -0.571 0.37 -0.14 -0.33
H 3.740 -0.813 0.182 0.14 0.32 -0.10
C 1.205 2.519 -3.006 0.00 0.67 0.96
O 0.898 3.441 -1.944 0.15 -0.13 -0.20
H 0.615 4.273 -2.328 -0.08 -0.02 -0.01
H 0.323 1.908 -3.199 0.19 -0.12 -0.32
H 2.038 1.928 -2.638 -0.06 -0.37 -0.03
H 1.570 3.054 -3.875 -0.19 -0.05 -0.40
```
Forces are in eV/Å.

Results
Orbital gap = 9.322 eV
SMILES = CCc1ccc(O)cc1.CO
HOMO level = -8.42 eV
Energy above the lowest of the compared OMol25 structures with the same formula, charge and spin = 35.95 kcal/mol
LUMO energy = 0.9 eV

These are the natural (NBO) partial charges, in e, on atoms 1 to 6: number 1, C, carries -0.422; number 2, C, carries -0.607; number 3, C, carries -0.048; number 4, C, carries -0.194; number 5, C, carries -0.173; number 6, C, carries -0.283